Record 1
Computed, not measured: an isolated ion of composition C3H8N2OS and charge +1, with the ωB97M-V functional and the def2-TZVPD basis.

Output
Frontier orbital gap (spin up / spin down) in hartree: 0.3262 / 0.1348
<S²>: 0.7549
Charge: +1
Lowest unoccupied orbital energy (spin up / spin down) in Eh: -0.1743 / -0.3515
Spin multiplicity: 2
Energy above the lowest of the compared OMol25 structures with the same formula, charge and spin in kcal/mol: 37.6

Structure (XYZ):
```
15
Properties=species:S:1:pos:R:3:mulliken_charge:R:1
H 1.344 1.916 -1.047 0.19
H -0.883 0.719 1.665 0.38
S -3.313 -0.219 0.183 0.19
C -1.495 -0.795 0.071 -0.63
H 3.099 1.575 -1.228 0.26
H -0.505 1.214 -0.041 0.30
N 2.125 1.284 -0.846 -0.34
H -1.390 -1.705 0.703 0.47
H 0.872 -1.058 1.052 0.25
C -0.539 0.342 0.680 -0.62
H -3.803 -1.398 -0.577 0.32
O 2.856 -0.883 -0.240 -0.53
C 2.050 0.064 -0.164 0.45
N 0.870 -0.095 0.679 -0.18
H -1.287 -0.963 -0.890 0.47
```

---

Record 2
Computed, not measured: one molecule with the formula C5H9N, with the ωB97M-V functional and the def2-TZVPD basis.

Output
SMILES: C=C/C=C(/C)N
Frontier orbital gap in hartree: 0.3134
Charge: 0
Lowest unoccupied orbital energy in Eh: 0.0391
Energy above the lowest of the compared OMol25 structures with the same formula, charge and spin in kcal/mol: 42.7

Structure (XYZ):
```
15
Properties=species:S:1:pos:R:3:mulliken_charge:R:1
H 0.663 2.027 0.183 0.23
C 0.018 -2.196 -0.594 -0.99
N 1.467 -0.234 -1.056 -0.45
H 2.312 -0.759 -1.083 0.21
H -0.217 -2.545 0.435 0.32
H 1.029 -2.598 -0.755 0.30
C -0.445 0.122 0.365 -0.19
H -1.121 3.349 1.192 0.35
H -0.646 -2.465 -1.424 0.26
C -0.208 1.524 0.633 -0.21
C 0.320 -0.717 -0.407 0.42
C -1.210 2.306 1.111 -0.93
H 1.289 0.792 -1.124 0.17
H -1.331 -0.370 0.713 0.30
H -1.920 1.763 1.809 0.20
```

---

Record 3
Computed, not measured: a 8-piece molecular cluster, H16O8 overall, with the ωB97M-V functional and the def2-TZVPD basis.

Output
SMILES: O.O.O.O.O.O.O.O
Frontier orbital gap in hartree: 0.3891
Charge: 0
Lowest unoccupied orbital energy in Eh: 0.0088
Energy above the lowest of the compared OMol25 structures with the same formula, charge and spin in kcal/mol: 80.5

Structure (XYZ):
```
24
Properties=species:S:1:pos:R:3:mulliken_charge:R:1
H -3.010 -3.705 -0.073 0.36
H -0.074 -0.842 1.017 0.29
O 1.268 -2.812 1.738 -0.63
H 0.377 0.149 -0.044 0.31
H -0.119 2.675 0.960 0.28
O 0.471 1.920 1.065 -0.54
H 4.035 0.662 -1.284 0.32
O -1.311 4.257 -1.611 -0.65
O -1.518 -3.867 2.388 -0.63
H 0.553 -3.082 2.325 0.33
H 4.986 1.682 -1.889 0.32
O 0.416 3.313 -2.639 -0.65
H -2.167 4.194 -1.173 0.29
H -0.913 3.389 -1.475 0.39
O -0.413 -0.193 0.390 -0.63
H -3.374 -2.714 1.020 0.34
H 1.218 3.308 -3.174 0.28
H -1.054 -3.045 2.191 0.28
H 0.916 2.085 1.904 0.28
O -3.652 -3.550 0.629 -0.72
H -2.241 -3.885 1.751 0.37
H -0.134 3.990 -3.047 0.34
O 4.670 0.778 -1.999 -0.64
H 1.542 -3.630 1.309 0.32
```

---

Record 4
Computed, not measured: one molecule with the formula C3H5ClN2S, with the ωB97M-V functional and the def2-TZVPD basis.

Output
Frontier orbital gap (spin up / spin down) in hartree: 0.1624 / 0.1845
<S²>: 2.0130
Charge: 0
Lowest unoccupied orbital energy (spin up / spin down) in Eh: -0.0029 / -0.1315
Spin multiplicity: 3
Energy above the lowest of the compared OMol25 structures with the same formula, charge and spin in kcal/mol: 41.7

Structure (XYZ):
```
12
Properties=species:S:1:pos:R:3:mulliken_charge:R:1
N 0.982 -1.172 -0.400 -0.42
H 1.492 -1.685 -1.120 0.32
C -0.864 0.523 -0.264 0.01
N -0.412 0.743 1.060 -0.30
Cl -2.696 0.669 -0.204 -0.20
H -0.701 -1.065 -1.789 0.45
C -0.342 -0.824 -0.792 -0.17
C 0.760 1.119 1.286 -0.56
S -0.230 -2.172 0.366 -0.05
H 1.505 1.347 0.521 0.29
H 1.058 1.220 2.319 0.30
H -0.552 1.296 -0.984 0.33
```

---

Record 5
Computed, not measured: one molecule with the formula CH5BS, with the ωB97M-V functional and the def2-TZVPD basis.

Output
Frontier orbital gap (spin up / spin down) in hartree: 0.1888 / 0.2783
<S²>: 2.0058
Charge: 0
Lowest unoccupied orbital energy (spin up / spin down) in Eh: 0.0223 / -0.1539
Spin multiplicity: 3
Energy above the lowest of the compared OMol25 structures with the same formula, charge and spin in kcal/mol: 49.6

Structure (XYZ):
```
8
Properties=species:S:1:pos:R:3:mulliken_charge:R:1
C -0.620 0.391 -0.309 -0.43
H -1.203 0.212 -1.170 0.31
H 1.486 1.162 0.038 0.02
H -0.590 1.311 0.399 0.16
H -0.184 -1.832 -0.026 -0.06
H 0.064 -0.691 1.513 -0.06
B -0.044 -0.816 0.388 0.24
S 1.090 0.262 -0.834 -0.17
```

---

Record 6
Computed, not measured: a 8-piece molecular cluster, C25H35FO24 overall, with the ωB97M-V functional and the def2-TZVPD basis.

Output
SMILES: O=C1OC[C@@H](F)O1.CCOC(=O)OC.O=C1OCCO1.O=C1OCCO1.O=C1OCCO1.O=C1OCCO1.O=C1OCCO1.O=C1OCCO1
Frontier orbital gap in hartree: 0.4020
Charge: 0
Lowest unoccupied orbital energy in Eh: 0.0102

Structure (XYZ):
```
85
Properties=species:S:1:pos:R:3:mulliken_charge:R:1
C 20.322 -6.288 -1.393 0.58
H 18.735 -9.635 -0.535 -0.18
O 18.991 -4.293 -4.912 -0.65
C 23.491 -8.503 -5.132 -0.41
C 18.079 -11.684 -0.667 -0.47
O 13.119 -6.846 0.520 -0.39
O 17.137 -3.995 -3.524 -0.17
C 22.188 -5.510 4.353 0.69
H 23.375 -3.951 1.997 0.25
O 21.498 -6.050 -1.672 -0.63
O 17.050 -10.099 -1.826 -0.34
O 16.689 -11.512 -0.291 -0.36
H 23.583 -8.168 -6.165 0.29
O 20.256 -8.572 5.004 -0.39
O 22.263 -4.281 3.710 -0.36
C 18.545 -6.336 -0.116 0.39
C 14.459 -6.724 0.552 0.62
H 18.589 -7.309 0.374 -0.29
C 18.449 -3.866 -3.874 0.71
H 18.650 -11.852 0.246 0.37
C 20.782 -9.195 3.951 0.80
O 15.100 -6.115 -0.323 -0.53
H 21.567 -7.429 -4.980 0.30
O 20.318 -8.579 2.883 -0.42
O 21.616 -11.133 -3.881 -0.54
H 16.350 -5.363 -4.891 0.32
O 19.491 -2.945 1.502 -0.20
O 18.222 -4.452 2.679 -0.43
H 15.241 -4.617 -3.611 0.21
C 18.193 -6.775 -1.458 0.51
H 18.228 -8.368 2.922 0.41
H 17.882 -5.551 0.247 0.13
O 19.866 -5.806 -0.205 0.03
O 23.091 -9.860 -5.124 -0.35
H 16.167 -3.235 -6.152 0.33
C 20.446 -2.963 -2.932 -0.83
H 21.021 -3.200 -2.036 0.23
H 22.925 -7.086 -3.735 0.10
C 17.802 -2.098 0.311 0.04
H 13.966 -9.118 2.171 0.23
H 21.010 -3.330 -3.790 0.35
C 19.332 -2.266 0.333 0.14
C 19.248 -7.528 4.695 -0.28
O 19.094 -3.390 -2.825 -0.10
H 19.904 -1.344 0.432 0.42
H 17.681 -5.975 -1.993 -0.58
F 17.327 -2.707 -0.751 -0.12
H 15.479 -2.421 -4.773 0.30
O 22.599 -6.431 3.590 -0.31
H 14.552 -3.502 -5.751 0.40
H 19.490 -6.479 4.861 0.21
C 16.036 -4.474 -4.343 -0.08
H 19.031 -10.476 -2.160 0.25
C 22.387 -7.796 -4.363 -0.07
O 21.969 -5.665 5.553 -0.60
H 24.477 -8.382 -4.683 0.28
H 19.286 -6.874 2.687 -0.57
H 19.689 -2.944 -0.443 -0.22
H 21.790 -6.375 1.589 -0.10
C 12.670 -7.591 1.613 -0.40
C 15.529 -3.384 -5.281 -1.29
C 22.486 -4.487 2.329 0.34
H 17.511 -1.059 0.159 0.27
O 14.870 -10.420 -1.364 -0.67
H 11.924 -7.087 2.228 0.28
H 23.609 -6.288 1.879 0.37
C 19.133 -7.826 3.196 0.46
O 19.408 -6.977 -2.129 -0.25
H 13.883 -7.882 3.401 0.29
H 18.241 -12.399 -1.474 0.28
C 16.113 -10.687 -1.181 0.79
H 18.287 -7.731 5.167 0.35
O 21.457 -10.195 3.931 -0.60
H 17.571 -7.669 -1.507 0.15
C 13.895 -8.041 2.323 -0.23
H 21.674 -4.160 1.679 -0.31
O 14.938 -7.311 1.666 -0.16
O 21.724 -8.807 -3.653 -0.13
C 22.108 -10.057 -4.188 0.53
C 18.371 -10.312 -1.308 0.32
O 17.259 -2.614 1.484 -0.31
C 22.610 -5.978 2.187 0.05
C 18.319 -3.450 1.969 0.38
H 20.333 -1.885 -3.044 0.31
H 12.190 -8.430 1.109 0.28
```

---

Record 7
Computed, not measured: one molecule with the formula C13H23N3OS, with the ωB97M-V functional and the def2-TZVPD basis.

Output
SMILES: C=CCn1c([C@H](CC(C)C)C[C@@H](C)O)n[nH]c1=S
Frontier orbital gap in hartree: 0.3138
Charge: 0
Lowest unoccupied orbital energy in Eh: 0.0253
Energy above the lowest of the compared OMol25 structures with the same formula, charge and spin in kcal/mol: 11.5

Structure (XYZ):
```
41
Properties=species:S:1:pos:R:3:mulliken_charge:R:1
N -2.707 0.076 1.050 -0.05
H -3.568 -0.187 1.499 0.17
H 1.906 1.081 0.205 0.08
O -1.340 -1.385 -1.971 -0.55
C -0.962 1.719 -2.487 -0.23
H 1.538 -0.294 4.247 0.48
H -1.037 2.965 -0.779 0.57
C 1.803 0.179 0.813 -1.31
H -1.007 -3.971 -1.506 0.43
H 0.474 2.023 -0.915 0.14
C -0.606 1.993 -1.055 -0.88
H 2.724 -0.395 0.684 0.52
C 1.713 0.595 2.291 0.63
H 0.552 -3.783 -0.689 0.34
H -0.392 1.511 -4.496 0.28
H -0.909 -2.998 -0.044 0.34
H -2.020 1.578 -2.663 0.37
C -2.505 1.147 0.250 0.50
H 0.419 -0.960 3.061 0.27
H 1.052 -0.233 -1.807 -0.20
S -3.552 2.355 -0.118 -0.41
H 0.843 2.537 1.855 0.30
N -1.194 1.028 -0.160 0.59
H 0.280 -2.366 -2.778 0.43
H 0.965 1.849 -3.317 0.27
H 2.701 0.996 2.549 0.46
H -1.226 -0.654 -2.591 0.33
N -1.599 -0.694 1.141 -0.62
C -0.698 -0.117 0.409 -0.57
C 0.695 1.706 2.542 -1.42
H -0.322 1.341 2.437 0.27
H 0.806 2.084 3.556 0.51
C 0.665 -0.704 0.275 0.69
H 0.636 -1.612 0.882 0.79
C -0.089 1.683 -3.477 -0.73
C -0.378 -3.285 -0.947 -1.60
C -0.105 -2.046 -1.793 0.25
C 0.960 -1.120 -1.176 -0.89
H 1.918 -1.642 -1.196 0.64
C 1.432 -0.594 3.207 -1.57
H 2.132 -1.404 3.014 0.35
```

---

Record 8
Computed, not measured: a 6-piece molecular cluster, C12H38NO5 overall, with the ωB97M-V functional and the def2-TZVPD basis.

Output
Frontier orbital gap in hartree: 0.3678
Charge: +1
Lowest unoccupied orbital energy in Eh: -0.0889

Structure (XYZ):
```
56
Properties=species:S:1:pos:R:3:mulliken_charge:R:1
H 0.401 -2.120 3.832 0.41
H 3.831 -1.115 0.337 0.17
H -5.628 -0.852 -0.321 0.40
H 2.610 1.129 -3.072 0.29
H 2.321 -1.664 -1.973 0.33
H 0.559 2.549 2.434 0.26
H -0.549 1.170 -0.879 0.23
H -3.796 0.356 0.700 0.29
H -1.181 5.698 -2.121 0.38
C 0.534 3.406 -2.302 -0.80
O 0.327 -4.597 2.774 -0.56
O -2.361 -1.085 0.513 -0.71
H 0.474 -0.208 -0.807 0.45
N -0.163 0.400 -0.275 0.25
H 4.671 -1.389 -1.201 0.37
H -4.350 -2.330 2.044 0.31
O -1.569 2.372 -1.650 -0.62
H 3.827 -0.165 -3.244 0.40
H -4.223 -1.007 -1.353 0.35
H 0.382 -1.315 2.293 0.15
H -2.638 4.731 -1.846 0.37
H -2.359 -2.020 0.274 0.26
H 1.120 4.324 -2.323 0.46
C 0.107 -2.251 2.783 -0.99
H 1.119 2.653 -1.766 -0.09
H 2.560 -3.416 3.572 0.37
C -1.625 4.712 -2.252 -1.45
H -5.126 -0.799 2.443 0.40
O 1.019 2.092 1.721 -0.59
C 3.061 0.034 -1.265 1.13
C -3.767 -0.734 0.738 0.50
H 2.758 -2.326 2.205 0.19
H 0.301 0.822 0.546 0.32
H -1.783 2.148 -2.564 0.31
C 4.217 -0.632 -0.560 -1.31
H 1.826 2.596 1.574 0.26
O 1.981 -0.934 -1.444 -0.66
H 0.755 -3.413 1.116 0.10
H 4.977 0.091 -0.267 0.40
H 2.634 0.782 -0.592 -0.17
H 0.381 3.057 -3.326 0.33
H -1.740 4.525 -3.325 0.37
C -0.816 3.613 -1.619 0.42
H -0.635 3.761 -0.553 0.27
H 4.229 1.377 -2.459 0.38
H -4.735 -2.373 -0.312 0.38
H 2.917 -4.086 1.982 0.40
H -0.964 -2.420 2.749 0.23
H -1.041 -0.093 0.015 0.24
C -4.193 -1.247 2.103 -1.36
C 2.366 -3.301 2.504 -1.28
C 3.448 0.623 -2.594 -1.42
C 0.886 -3.412 2.212 0.63
H -3.434 -1.073 2.864 0.35
H 0.705 -5.357 2.320 0.34
C -4.629 -1.289 -0.381 -1.41
```

---

Number 1: DFT total energy -701.67451 a.u., maximum force 5.63 eV/A. Number 2: DFT total energy -250.59889 a.u., maximum force 3.30 eV/A. Number 3: DFT total energy -611.45434 a.u., maximum force 2.13 eV/A. Number 4: DFT total energy -1084.95246 a.u., maximum force 4.59 eV/A. Number 5: DFT total energy -463.86998 a.u., maximum force 5.33 eV/A. Number 6: DFT total energy -2879.20440 a.u., maximum force 5.82 eV/A. Number 7: DFT total energy -1146.84676 a.u., maximum force 1.01 eV/A. Number 8: DFT total energy -910.76773 a.u., maximum force 1.14 eV/A.